Entry 1:
{"formula": "C23H12Cl3I2MnO3", "method": "wB97M-V/def2-TZVPD", "species": ["C", "C", "C", "O", "C", "O", "H", "H", "H", "H", "H", "I", "H", "C", "C", "H", "C", "C", "C", "H", "Cl", "Cl", "I", "C", "C", "C", "C", "H", "H", "C", "O", "C", "C", "C", "H", "C", "C", "Mn", "C", "C", "H", "C", "C", "Cl"], "positions_angstrom": [[1.044, 3.541, -2.762], [-2.089, 0.654, -0.212], [-4.411, 3.252, 1.163], [0.569, 0.011, -3.418], [-2.559, 1.763, 0.535], [-0.467, -1.256, 1.115], [0.795, 3.552, -1.710], [1.309, 1.374, -5.341], [-0.671, -4.885, -1.546], [-5.455, 3.524, 1.065], [-1.751, -5.335, 2.580], [2.215, 6.461, -5.750], [-5.826, 1.691, -0.496], [1.337, 2.319, -4.817], [1.019, 2.341, -3.464], [1.926, 3.473, -6.526], [-0.800, -4.470, -0.556], [-3.930, 2.145, 0.427], [-2.233, 3.605, 2.116], [-2.616, -0.891, -1.594], [-1.678, -6.900, 0.214], [-1.320, -2.696, 3.562], [0.306, 2.032, 1.670], [0.633, 1.061, -2.799], [1.385, 4.717, -3.411], [-4.786, 1.400, -0.417], [-1.264, -5.246, 0.493], [1.403, 5.653, -2.870], [-1.581, 4.164, 2.772], [-0.706, -2.536, 0.952], [0.404, 1.166, -1.512], [-2.956, -0.040, -1.013], [-1.135, -3.376, 1.990], [1.680, 3.490, -5.474], [-3.963, 4.809, 2.548], [-0.514, -3.147, -0.300], [-1.414, -4.711, 1.764], [-0.166, -0.034, -0.226], [-1.762, 2.542, 1.407], [-4.312, 0.331, -1.118], [-4.965, -0.243, -1.764], [1.698, 4.678, -4.760], [-3.588, 3.965, 1.985], [0.093, -2.074, -1.528]], "atomic_forces_ev_per_a": [[0.02, -0.01, -0.06], [0.18, -0.30, -0.19], [0.01, 0.10, 0.09], [-0.04, 0.21, 0.12], [0.04, 0.05, 0.06], [0.19, -0.24, 0.72], [-0.01, -0.03, -0.01], [0.00, 0.01, -0.01], [0.01, -0.02, 0.02], [0.00, -0.01, -0.01], [-0.02, 0.01, 0.00], [-0.06, -0.20, 0.12], [0.01, 0.02, 0.02], [-0.01, 0.02, 0.05], [-0.08, 0.07, -0.01], [0.00, 0.02, 0.01], [0.05, -0.05, -0.12], [0.16, -0.09, -0.02], [0.13, -0.07, -0.02], [0.04, 0.02, 0.02], [0.00, -0.18, -0.03], [-0.05, 0.00, 0.09], [-0.50, 0.55, 0.37], [0.04, -0.47, -0.07], [-0.01, 0.03, 0.05], [-0.02, -0.11, -0.10], [0.04, 0.24, 0.04], [0.01, 0.00, -0.02], [-0.02, 0.00, 0.00], [-0.01, -0.32, -0.34], [0.32, 0.41, -0.26], [0.24, -0.07, 0.00], [0.00, 0.13, -0.20], [-0.01, -0.06, -0.01], [-0.02, 0.00, -0.02], [-0.16, 0.12, 0.57], [0.01, -0.04, 0.01], [-1.17, 0.73, -0.07], [0.73, -0.17, 0.10], [-0.10, 0.10, 0.04], [-0.03, 0.03, 0.01], [0.09, 0.28, -0.16], [-0.14, 0.01, -0.03], [0.12, -0.71, -0.76]], "multiplicity": 5, "relative_energy_kj_mol": 54.5, "homo_ev": [-8.547, -8.572], "lumo_energy_ev": [-1.228, -0.401], "s_squared": 6.133}



Entry 2:
{"formula": "C26H16ClKN3O3", "method": "wB97M-V/def2-TZVPD", "species": ["H", "H", "N", "H", "K", "C", "H", "H", "C", "C", "C", "C", "O", "C", "C", "H", "O", "H", "C", "C", "C", "C", "H", "H", "C", "H", "N", "C", "C", "H", "C", "C", "Cl", "C", "C", "C", "C", "O", "C", "N", "H", "C", "C", "C", "H", "H", "H", "H", "C", "C"], "positions_angstrom": [[-0.836, -3.304, 5.620], [0.024, -2.816, -1.346], [-0.537, -0.118, 2.340], [3.933, 0.012, 3.772], [0.080, 0.187, -0.547], [-0.523, -1.406, 2.806], [4.382, -0.079, -3.319], [-0.902, -1.002, 4.873], [4.194, -0.019, 2.721], [4.920, -0.039, 0.032], [5.549, 0.028, 2.356], [5.221, -0.021, -1.347], [-0.460, 2.079, 0.449], [3.549, -0.124, 0.399], [-0.358, -2.469, 1.854], [0.058, -5.248, -0.742], [0.683, -0.824, -2.460], [-0.217, 0.711, 4.217], [4.208, -0.108, -2.253], [-0.703, -3.094, 4.566], [-0.061, -4.495, 0.025], [5.904, 0.031, 1.035], [-0.505, -5.146, 3.996], [-0.126, 6.124, 2.327], [-0.205, -4.837, 1.340], [2.167, -0.129, 2.039], [2.569, -0.229, -0.516], [1.717, -0.228, -2.808], [-0.235, 5.054, 2.447], [6.943, 0.087, 0.736], [-0.518, -4.114, 3.672], [-0.721, -1.768, 4.135], [-0.405, 5.584, 5.108], [2.876, -0.226, -1.787], [-0.359, 4.510, 3.733], [-0.442, 3.160, 3.914], [3.213, -0.095, 1.770], [1.943, 0.392, -3.848], [-0.086, -3.132, -0.319], [-0.231, -2.172, 0.554], [-0.525, 2.765, 4.919], [-0.413, 0.882, 3.145], [-0.358, -3.821, 2.307], [-0.402, 2.786, 1.476], [6.258, 0.072, -1.651], [6.306, 0.064, 3.127], [-0.172, 4.611, 0.371], [-0.210, -5.873, 1.661], [-0.255, 4.216, 1.374], [-0.444, 2.264, 2.827]], "atomic_forces_ev_per_a": [[-0.03, -0.04, 0.00], [0.07, 0.05, -0.24], [0.02, 0.97, -0.57], [-0.06, -0.03, -0.03], [-1.19, -0.36, 0.74], [-0.12, -0.80, 0.94], [-0.07, 0.04, -0.01], [-0.05, 0.08, 0.03], [-0.26, -0.01, 0.11], [-0.40, 0.00, 0.07], [0.23, 0.01, -0.12], [-0.12, -0.07, -0.16], [-0.46, 1.53, 0.73], [0.93, 0.03, 0.27], [-0.08, -0.59, 0.69], [0.01, 0.00, -0.06], [0.01, -1.22, -1.26], [-0.09, -0.07, -0.08], [0.33, 0.00, 0.05], [0.06, -0.47, -0.05], [-0.06, -0.28, 0.28], [0.04, 0.01, 0.17], [0.00, -0.07, 0.02], [-0.03, 0.01, -0.03], [0.05, 0.08, -0.22], [-0.13, -0.01, 0.02], [0.21, -0.21, -0.30], [0.53, -0.18, -0.30], [-0.04, -0.18, -0.08], [0.11, -0.01, 0.01], [-0.05, 0.02, 0.36], [0.06, 0.43, -0.39], [0.02, 0.16, 0.22], [-0.07, 0.20, -0.17], [-0.04, -0.19, 0.21], [0.07, 0.19, -0.02], [0.06, 0.00, 0.15], [0.30, 0.32, -0.48], [0.02, 0.02, -0.05], [0.03, 0.01, -0.31], [0.06, -0.04, 0.09], [0.05, -0.64, 0.27], [0.01, 0.28, -0.14], [-0.09, 0.26, 0.30], [0.01, -0.03, -0.08], [0.06, 0.05, 0.02], [0.02, 0.01, -0.08], [0.02, 0.02, -0.03], [0.01, 0.22, -0.15], [0.05, 0.53, -0.33]], "homo_ev": -4.387, "lumo_energy_ev": 2.203, "charge": -1}



Entry 3:
{"formula": "C9H10N2", "method": "wB97M-V/def2-TZVPD", "species": ["H", "H", "C", "H", "C", "H", "N", "C", "C", "C", "C", "H", "H", "H", "H", "H", "N", "C", "C", "H", "C"], "positions_angstrom": [[-1.215, 0.554, 2.536], [-0.785, -1.450, -1.907], [0.031, 0.043, 1.008], [1.616, -0.191, -1.949], [-1.247, 2.091, -0.470], [-0.507, 1.291, -2.194], [2.026, -0.844, 1.961], [0.289, 0.169, -0.416], [1.218, -0.768, -1.180], [0.800, -0.799, 1.861], [0.232, -1.925, -1.807], [-2.043, 2.633, 1.439], [1.905, -1.227, -0.452], [0.200, -1.320, 2.745], [-1.753, 3.031, -0.884], [0.708, -2.125, -2.810], [0.317, -3.010, -1.088], [-1.457, 1.915, 0.903], [-0.896, 0.882, 1.622], [2.487, -1.395, 2.728], [-0.395, 1.167, -1.155]], "atomic_forces_ev_per_a": [[-0.66, 0.03, 2.68], [0.63, -0.62, -0.12], [-0.15, 1.51, -3.45], [1.21, 0.48, -1.31], [0.33, 0.29, 0.81], [0.97, -0.43, -1.43], [3.71, -0.18, -0.36], [-0.31, 0.73, 0.52], [-2.60, -0.89, 2.25], [-2.25, -2.38, 4.44], [1.26, 3.54, -2.10], [-0.52, 0.20, 0.09], [0.10, 0.23, -0.86], [0.45, 0.82, -1.79], [0.93, -1.81, -0.03], [-0.69, 0.09, 0.20], [-0.28, -2.86, 1.99], [-0.07, 0.49, -0.42], [0.92, -0.65, -2.94], [-1.30, 0.55, -0.94], [-1.68, 0.86, 2.76]], "multiplicity": 3, "relative_energy_kj_mol": 0.0, "homo_ev": [-8.724, -9.126], "lumo_energy_ev": [0.660, -0.043], "s_squared": 2.010}



Entry 4:
{"formula": "C11H17B2FeN7", "method": "wB97M-V/def2-TZVPD", "species": ["H", "H", "C", "H", "C", "H", "H", "C", "C", "H", "H", "C", "H", "N", "H", "B", "N", "H", "N", "H", "N", "C", "H", "Fe", "C", "C", "N", "H", "N", "C", "C", "H", "H", "N", "B", "H", "C", "H"], "positions_angstrom": [[1.449, -3.371, -2.543], [1.524, -1.652, 4.399], [0.646, -2.733, -2.194], [-0.474, -0.177, 3.256], [-3.026, 0.861, 1.366], [-1.486, 3.689, -1.721], [3.018, -2.386, -0.462], [3.515, 0.452, -1.112], [1.349, -1.498, 3.352], [-1.676, 2.523, -0.355], [-1.104, -2.998, -3.521], [0.333, -0.719, 2.777], [3.946, 2.551, -1.592], [1.374, 0.809, -0.510], [-5.152, 0.397, 1.429], [2.097, -1.630, -0.318], [2.407, -0.151, -0.666], [4.398, -0.137, -1.297], [-1.984, 0.688, 0.847], [-4.626, 2.326, 1.818], [0.824, -1.933, -1.133], [-2.195, 3.040, -1.190], [-4.219, 0.871, 3.183], [-0.331, 0.397, 0.104], [1.923, 2.003, -0.861], [-0.643, -2.522, -2.681], [-0.302, -1.097, -0.985], [-2.600, 2.299, -1.892], [0.519, -0.676, 1.425], [2.118, -1.986, 2.297], [-1.225, -1.537, -1.881], [3.021, -2.583, 2.282], [-2.213, -1.099, -1.889], [1.586, -1.554, 1.144], [-4.374, 1.149, 2.008], [-3.027, 3.655, -0.814], [3.254, 1.807, -1.258], [1.356, 2.922, -0.813]], "atomic_forces_ev_per_a": [[-0.25, 0.02, 0.13], [-0.03, -0.13, 0.12], [-0.70, 0.47, 0.32], [0.16, -0.03, -0.24], [2.42, -0.17, -1.29], [-0.18, -0.13, 0.06], [-0.17, 0.15, -0.12], [-0.95, 0.16, 0.22], [-0.02, -0.02, -0.15], [-0.53, 0.61, -0.62], [-0.07, -0.26, -0.16], [1.44, -0.35, -1.44], [0.13, 0.19, -0.07], [4.81, 1.56, -1.64], [0.07, 0.21, 0.26], [-1.05, 0.76, 0.60], [-0.99, 1.62, -0.10], [0.03, 0.11, -0.01], [-3.70, 0.48, 1.92], [0.04, -0.18, 0.04], [-1.23, 0.85, -0.91], [0.23, 0.07, 0.01], [-0.20, 0.05, -0.08], [-0.97, 1.62, 0.47], [0.68, -1.69, -0.06], [-0.09, -0.18, -0.09], [-0.37, -4.54, -2.78], [0.16, 0.15, 0.23], [1.47, -2.91, 3.55], [-0.67, 0.38, -0.04], [2.00, 0.10, 0.45], [-0.22, -0.03, 0.08], [0.12, 0.00, -0.10], [-0.80, 1.37, 1.03], [-0.74, -0.11, 0.25], [0.38, -0.31, 0.03], [-0.15, 0.25, 0.13], [-0.06, -0.14, -0.01]], "multiplicity": 5, "relative_energy_kj_mol": 0.0, "homo_ev": [-8.964, -8.626], "lumo_energy_ev": [0.412, -0.102], "s_squared": 6.017}



Entry 5:
{"formula": "C22H20O6SSn", "method": "wB97M-V/def2-TZVPD", "species": ["H", "H", "C", "H", "C", "H", "C", "H", "O", "C", "C", "C", "C", "C", "O", "H", "H", "O", "C", "C", "H", "H", "O", "H", "H", "C", "H", "H", "C", "C", "H", "S", "C", "C", "H", "C", "O", "H", "H", "C", "Sn", "C", "C", "H", "C", "O", "C", "C", "H", "H"], "positions_angstrom": [[0.636, -0.776, -1.228], [2.599, -2.144, 1.403], [-1.201, 1.379, -0.897], [-2.773, 1.902, 2.496], [-0.201, 2.320, -1.086], [3.605, -1.678, -0.791], [-2.510, 0.872, 2.717], [2.615, -2.528, -2.831], [0.006, -1.803, -4.714], [-0.184, 1.433, 2.094], [-1.217, 0.451, 2.555], [1.423, -0.389, 1.651], [2.750, -0.987, -0.494], [-0.818, -0.872, 2.803], [0.611, -4.042, -3.777], [-0.924, 0.385, -0.543], [-1.476, -2.782, 3.477], [-0.714, -2.407, -2.540], [-2.817, 2.973, -1.615], [-3.447, -0.054, 3.145], [-3.291, 0.971, -1.030], [2.907, 1.520, 0.478], [-0.277, 2.631, 2.240], [-4.488, 0.233, 3.258], [3.575, -0.652, 1.523], [-1.768, -1.758, 3.256], [0.249, 4.342, -1.697], [1.164, -2.502, -0.823], [1.472, -1.479, -1.254], [1.856, 1.814, 0.546], [-2.109, 4.904, -2.130], [0.335, -2.491, -3.528], [1.246, 1.985, -0.848], [-2.506, 1.710, -1.166], [-3.857, 3.206, -1.827], [-0.512, 3.584, -1.530], [1.984, 1.834, -1.811], [2.129, -0.879, -3.276], [1.852, 2.802, 1.036], [-1.822, 3.917, -1.780], [2.531, -3.562, 0.052], [1.074, 0.874, 1.417], [0.603, -1.256, 2.563], [-0.049, -4.531, -3.254], [2.654, -1.045, 1.072], [1.107, -2.242, 3.094], [1.812, -1.775, -2.731], [-3.074, -1.350, 3.424], [-3.819, -2.054, 3.778], [3.059, -0.003, -0.878]], "atomic_forces_ev_per_a": [[-0.17, -0.53, 0.63], [0.01, 0.75, 1.04], [0.78, -0.40, 0.31], [0.03, -0.13, 0.08], [0.73, -0.21, 0.63], [0.06, 0.47, -0.13], [-0.36, 0.28, 0.03], [-0.04, 0.29, -0.04], [1.40, -0.23, -0.86], [-0.03, 0.45, 0.15], [1.40, 0.37, -0.55], [-0.26, -1.07, 0.17], [-0.31, -0.88, 0.28], [0.53, 0.79, -0.39], [0.76, 0.60, 0.40], [-0.32, 0.07, 0.00], [-0.08, 0.16, 0.01], [0.78, -0.78, 0.97], [-0.57, 0.14, -0.01], [-0.65, 0.30, 0.02], [0.11, 0.09, -0.05], [-0.18, 0.10, -0.22], [0.05, -0.77, -0.22], [0.16, 0.03, 0.02], [0.02, -0.46, -0.06], [0.41, -1.06, 0.28], [0.05, -0.25, 0.11], [-1.47, 0.88, -0.24], [1.81, 0.46, -0.69], [-0.27, 0.37, 0.75], [0.28, -0.07, 0.06], [-2.90, 1.20, 0.01], [0.45, -0.24, -1.24], [-0.60, -0.69, 0.08], [0.19, 0.11, 0.01], [0.43, 0.94, -0.27], [-0.24, -0.20, 0.73], [-0.27, -0.06, 0.09], [-0.19, -0.17, -0.14], [-0.77, 0.33, -0.31], [0.55, -0.53, 0.26], [-0.34, 0.53, -0.17], [-0.63, 0.05, 0.77], [-0.13, -0.03, -0.24], [-0.23, 0.86, -1.10], [0.07, -0.18, -1.09], [0.19, -1.08, 0.05], [-0.41, -0.38, 0.19], [0.11, 0.05, -0.06], [0.02, -0.26, -0.04]], "homo_ev": -14.424, "lumo_energy_ev": -10.719, "charge": 2}



Entry 6:
{"formula": "C9H9EuN7OS7Sb", "method": "wB97M-V/def2-TZVPD", "species": ["H", "Eu", "S", "O", "C", "C", "H", "S", "N", "H", "N", "C", "S", "S", "Sb", "N", "N", "S", "C", "N", "H", "H", "N", "S", "S", "H", "C", "C", "H", "N", "C", "C", "C", "H", "H"], "positions_angstrom": [[2.933, 0.228, 2.916], [-1.163, -0.512, -1.131], [0.340, -2.855, -0.094], [-0.750, -5.339, 4.625], [1.454, 2.741, 1.527], [-2.109, 2.932, -1.371], [1.413, -0.996, 1.314], [0.172, -4.685, 2.233], [0.595, 0.736, 0.576], [3.272, -1.281, -2.143], [1.350, -0.647, -2.165], [1.426, 0.087, 1.381], [-3.745, -0.060, -2.008], [-2.014, -0.977, 1.603], [-2.538, -0.469, -4.067], [-1.486, 4.114, -1.275], [2.589, -0.915, -1.487], [-1.316, -2.366, -3.234], [-0.370, -3.202, 1.438], [2.294, 2.093, 2.323], [1.092, -1.388, -2.817], [-1.701, 4.974, -1.740], [-1.458, 2.058, -0.654], [-0.801, 1.129, -3.560], [-1.799, -3.103, 3.673], [-3.006, 2.737, -1.938], [-1.290, -2.463, 2.102], [-0.779, -4.541, 3.709], [1.449, 3.824, 1.574], [-0.368, 4.017, -0.528], [0.596, 2.070, 0.662], [2.267, 0.765, 2.252], [-0.395, 2.753, -0.166], [2.391, -1.655, -0.818], [1.451, 0.197, -2.712]], "atomic_forces_ev_per_a": [[-0.01, -0.07, -0.04], [0.44, -0.42, 0.08], [-0.03, 0.12, -0.43], [0.00, 0.02, 0.01], [-0.09, 0.02, -0.10], [-0.19, 0.27, -0.01], [-0.05, 0.01, 0.00], [-0.05, 0.05, 0.13], [0.04, 0.35, 0.03], [0.00, -0.09, -0.06], [0.17, -0.08, 0.18], [0.09, -0.20, 0.02], [-0.20, 0.02, -0.06], [-0.34, 0.39, -0.22], [0.10, -0.01, 0.07], [-0.13, -0.09, -0.10], [0.05, 0.09, 0.02], [-0.17, 0.10, -0.14], [-0.20, 0.06, 0.55], [0.09, -0.04, 0.07], [-0.13, -0.04, -0.06], [-0.03, 0.06, -0.10], [0.34, -0.26, 0.46], [0.06, 0.11, -0.35], [0.08, -0.04, -0.01], [0.02, -0.11, -0.03], [0.40, -0.45, 0.04], [-0.05, 0.03, -0.10], [-0.04, -0.01, -0.03], [0.21, 0.02, 0.24], [0.23, -0.18, 0.20], [-0.05, 0.19, -0.03], [-0.35, 0.03, -0.30], [-0.06, -0.01, 0.06], [-0.14, 0.15, -0.01]], "multiplicity": 7, "relative_energy_kj_mol": 20.5, "homo_ev": [-0.985, -1.012], "lumo_energy_ev": [4.531, 4.534], "charge": -2, "s_squared": 12.016}